Record 1
{
  "formula": "C20H35Cl2N5O8Pb",
  "method": "ωB97M-V with the def2-TZVPD basis set",
  "symbols": ["Pb", "Cl", "O", "O", "O", "O", "Cl", "O", "O", "O", "O", "C", "C", "C", "C", "N", "H", "H", "H", "H", "H", "H", "H", "C", "C", "C", "C", "N", "H", "H", "H", "H", "H", "H", "H", "C", "C", "C", "C", "N", "H", "H", "H", "H", "H", "H", "H", "C", "C", "C", "C", "N", "H", "H", "H", "H", "H", "H", "H", "C", "C", "C", "C", "N", "H", "H", "H", "H", "H", "H", "H"],
  "xyz": [[20.012, 22.581, -26.461], [20.212, 23.044, -22.523], [19.050, 23.804, -22.140], [21.269, 23.707, -21.922], [20.139, 21.740, -21.991], [20.357, 23.055, -23.909], [16.348, 23.703, -26.268], [17.391, 23.106, -25.457], [15.522, 22.583, -26.741], [15.599, 24.750, -25.679], [17.102, 24.219, -27.396], [17.376, 25.868, -31.154], [18.664, 25.414, -31.931], [19.892, 25.284, -30.979], [19.835, 24.128, -30.007], [19.783, 23.283, -29.159], [17.155, 25.182, -30.335], [16.610, 25.807, -31.927], [17.255, 26.909, -30.855], [18.709, 26.171, -32.714], [18.354, 24.476, -32.392], [20.242, 26.234, -30.574], [20.795, 25.012, -31.526], [17.658, 27.938, -27.084], [18.309, 28.314, -25.794], [18.667, 27.173, -24.902], [19.301, 26.077, -25.683], [19.830, 25.252, -26.293], [17.787, 28.775, -27.769], [16.665, 27.606, -26.778], [18.146, 27.178, -27.695], [17.589, 29.054, -25.446], [19.144, 28.974, -26.027], [17.774, 26.828, -24.380], [19.442, 27.494, -24.205], [22.990, 19.353, -30.885], [24.047, 20.426, -30.562], [23.508, 21.684, -30.012], [22.772, 21.629, -28.722], [22.168, 21.694, -27.721], [23.149, 18.652, -31.705], [22.038, 19.842, -31.093], [22.935, 18.655, -30.049], [24.520, 20.750, -31.489], [24.787, 19.875, -29.981], [22.986, 22.265, -30.773], [24.337, 22.383, -29.901], [23.900, 17.943, -26.843], [23.201, 17.390, -25.560], [21.771, 17.616, -25.094], [21.276, 18.991, -25.374], [21.043, 20.096, -25.648], [23.738, 17.365, -27.753], [24.923, 17.714, -26.545], [23.822, 19.028, -26.911], [23.807, 17.796, -24.750], [23.402, 16.321, -25.487], [21.572, 17.489, -24.030], [21.212, 16.926, -25.727], [17.047, 21.086, -30.840], [16.743, 19.788, -30.174], [16.542, 19.669, -28.645], [17.714, 20.135, -27.926], [18.671, 20.541, -27.383], [17.797, 21.719, -30.366], [16.199, 21.765, -30.939], [17.285, 20.899, -31.887], [17.410, 18.963, -30.423], [15.899, 19.297, -30.659], [16.261, 18.702, -28.228], [15.797, 20.353, -28.240]],
  "total_energy_ev": -75412.6630,
  "charge": -1,
  "fmax_ev_per_a": 5.13,
  "multiplicity": 2,
  "orbital_gap_ev": [2.86, 8.00],
  "homo_ev": [-0.5, -5.7]
}



Record 2
{
  "formula": "C20H35F4INO4",
  "method": "ωB97M-V with the def2-TZVPD basis set",
  "symbols": ["C", "C", "O", "O", "C", "C", "N", "C", "C", "C", "C", "C", "F", "C", "C", "C", "F", "F", "F", "C", "O", "C", "C", "C", "O", "C", "C", "C", "C", "I", "H", "H", "H", "H", "H", "H", "H", "H", "H", "H", "H", "H", "H", "H", "H", "H", "H", "H", "H", "H", "H", "H", "H", "H", "H", "H", "H", "H", "H", "H", "H", "H", "H", "H", "H"],
  "xyz": [[-0.136, -4.520, 1.584], [0.734, -4.076, 0.445], [1.955, -4.165, 0.480], [0.123, -3.548, -0.674], [-0.418, -2.245, -0.436], [0.556, -1.247, -1.040], [1.630, -0.904, -0.043], [1.184, 0.069, 0.997], [0.760, 1.382, 0.366], [2.014, 1.960, -0.370], [3.272, 2.121, 0.472], [4.263, 3.052, -0.229], [4.210, 2.885, -1.595], [0.309, 2.436, 1.387], [-0.313, 1.959, 2.701], [0.662, 1.495, 3.774], [0.690, 0.123, 3.859], [0.288, 1.959, 5.008], [1.941, 1.903, 3.549], [-0.304, 1.206, -0.757], [-1.635, 1.338, -0.321], [-2.216, 0.297, 0.410], [-3.471, 0.814, 1.168], [-4.499, -0.316, 1.219], [-4.010, 1.949, 0.532], [-0.013, 0.017, -1.703], [-1.158, -0.270, -2.673], [-0.947, -1.475, -3.602], [0.265, -1.281, -4.497], [0.283, -2.653, -6.128], [-1.196, -4.400, 1.413], [0.085, -5.570, 1.740], [0.183, -4.009, 2.485], [-0.556, -2.111, 0.636], [-1.397, -2.191, -0.886], [1.075, -1.794, -1.817], [2.484, -0.618, -0.516], [1.862, -1.784, 0.427], [2.002, 0.191, 1.697], [0.403, -0.432, 1.554], [2.283, 1.339, -1.218], [1.721, 2.908, -0.808], [3.092, 2.548, 1.450], [3.781, 1.167, 0.606], [5.272, 2.860, 0.121], [4.035, 4.084, 0.020], [-0.456, 3.028, 0.897], [1.105, 3.126, 1.629], [-0.844, 2.800, 3.130], [-1.048, 1.175, 2.581], [-0.153, 2.084, -1.376], [-2.545, -0.527, -0.222], [-1.548, -0.131, 1.161], [-3.222, 1.077, 2.188], [-5.084, -0.316, 0.305], [-5.173, -0.210, 2.059], [-4.030, -1.297, 1.289], [-4.298, 1.674, -0.337], [0.792, 0.382, -2.337], [-2.118, -0.337, -2.176], [-1.223, 0.597, -3.325], [-0.927, -2.424, -3.078], [-1.811, -1.505, -4.256], [1.216, -1.358, -3.985], [0.221, -0.291, -4.934]],
  "total_energy_ev": -49952.0862,
  "charge": 1,
  "smiles": "CC(=O)OC[C@@H]1[NH2+]C[C@](CCCF)(CCC(F)(F)F)[C@H](OC[C@H](C)O)[C@@H]1CCCI",
  "fmax_ev_per_a": 2.12,
  "orbital_gap_ev": 9.06,
  "homo_ev": -11.8
}



Record 3
{
  "formula": "C20H36BF3INO30S7",
  "method": "ωB97M-V with the def2-TZVPD basis set",
  "symbols": ["C", "C", "O", "N", "C", "B", "C", "C", "O", "I", "C", "F", "F", "F", "H", "H", "H", "H", "H", "H", "H", "H", "O", "S", "O", "O", "C", "C", "O", "H", "H", "H", "H", "O", "S", "O", "O", "C", "C", "O", "H", "H", "H", "H", "O", "S", "O", "O", "C", "C", "O", "H", "H", "H", "H", "O", "S", "O", "O", "C", "C", "O", "H", "H", "H", "H", "O", "S", "O", "O", "C", "C", "O", "H", "H", "H", "H", "O", "S", "O", "O", "C", "C", "O", "H", "H", "H", "H", "O", "S", "O", "O", "C", "C", "O", "H", "H", "H", "H"],
  "xyz": [[3.005, -2.357, 2.100], [3.876, -2.139, 0.890], [4.896, -2.767, 0.706], [3.444, -1.130, 0.022], [4.125, -1.147, -1.287], [1.991, -0.985, -0.080], [0.966, -1.873, -0.906], [1.033, -3.364, -0.714], [0.234, -3.960, -0.066], [2.584, -4.494, -1.670], [1.318, 0.279, 0.703], [0.385, -0.160, 1.585], [0.738, 1.139, -0.170], [2.230, 1.002, 1.395], [3.553, -2.894, 2.867], [2.673, -1.404, 2.516], [2.143, -2.980, 1.840], [3.581, -0.538, -2.011], [4.281, -2.146, -1.681], [5.095, -0.666, -1.164], [1.053, -1.609, -1.965], [-0.037, -1.583, -0.589], [-4.816, -5.710, -3.763], [-4.879, -4.608, -2.877], [-5.814, -3.555, -3.060], [-3.420, -3.976, -2.744], [-3.008, -3.957, -1.369], [-3.722, -5.135, -0.743], [-5.015, -5.134, -1.374], [-3.332, -3.012, -0.928], [-1.928, -4.037, -1.299], [-3.827, -5.042, 0.333], [-3.224, -6.078, -0.979], [4.822, 6.937, 0.598], [4.906, 5.541, 0.832], [6.122, 4.831, 0.673], [3.761, 4.814, -0.015], [2.913, 4.048, 0.853], [2.961, 4.781, 2.175], [4.324, 5.214, 2.286], [3.327, 3.044, 0.940], [1.909, 3.992, 0.441], [2.697, 4.148, 3.017], [2.319, 5.665, 2.168], [2.909, -5.125, 3.814], [3.017, -6.414, 3.230], [1.900, -7.280, 3.137], [4.228, -7.179, 3.941], [5.199, -7.589, 2.967], [5.086, -6.559, 1.863], [3.679, -6.287, 1.779], [4.931, -8.586, 2.614], [6.188, -7.616, 3.414], [5.456, -6.921, 0.909], [5.598, -5.630, 2.122], [-9.111, 1.538, -2.108], [-9.304, 0.731, -3.263], [-9.803, 1.273, -4.473], [-10.175, -0.538, -2.840], [-9.459, -1.751, -3.141], [-7.999, -1.366, -3.031], [-7.945, -0.038, -3.580], [-9.716, -2.058, -4.156], [-9.739, -2.535, -2.443], [-7.344, -2.030, -3.581], [-7.674, -1.318, -1.990], [-4.869, 6.191, -3.263], [-4.930, 4.774, -3.205], [-3.817, 3.970, -3.564], [-6.214, 4.295, -4.038], [-7.078, 3.516, -3.198], [-6.841, 4.056, -1.806], [-5.431, 4.320, -1.759], [-6.781, 2.469, -3.270], [-8.111, 3.626, -3.514], [-7.116, 3.346, -1.031], [-7.374, 4.996, -1.645], [-4.573, 5.568, 1.623], [-4.056, 4.272, 1.373], [-3.974, 3.743, 0.064], [-4.836, 3.234, 2.319], [-3.914, 2.526, 3.153], [-2.764, 3.492, 3.352], [-2.618, 4.135, 2.082], [-3.593, 1.625, 2.627], [-4.393, 2.250, 4.089], [-1.840, 2.993, 3.628], [-3.006, 4.252, 4.098], [9.930, 0.485, 1.176], [9.183, 1.679, 1.345], [7.907, 1.682, 1.959], [9.094, 2.411, -0.077], [9.641, 3.735, 0.009], [10.684, 3.640, 1.102], [10.100, 2.768, 2.078], [8.837, 4.423, 0.278], [10.066, 4.029, -0.947], [10.914, 4.603, 1.548], [11.605, 3.178, 0.738]],
  "total_energy_ev": -177009.4171,
  "charge": 0,
  "smiles": "CC(=O)N(C)B(CC(=O)I)C(F)(F)F.O=S1(=O)OCCO1.O=S1(=O)OCCO1.O=S1(=O)OCCO1.O=S1(=O)OCCO1.O=S1(=O)OCCO1.O=S1(=O)OCCO1.O=S1(=O)OCCO1",
  "fmax_ev_per_a": 1.56,
  "orbital_gap_ev": 9.22,
  "homo_ev": -10.3
}